Here is one molecule with the formula C4H5N2P in a non-equilibrium geometry from the OMol25 dataset. Energies are from the ωB97M-V functional and the def2-TZVPD basis.

As for the charge: 0. The energy above the lowest of the compared OMol25 structures with the same formula, charge and spin comes out at 90.6 kcal/mol. The gap between HOMO and LUMO (spin up / spin down) is 7.66 / 8.07 eV. The HOMO energy (spin up / spin down) is -9.1 / -9.3 eV.

Each line ends with the Löwdin charge.
Element x y z (Å)
C  -1.0205  -1.5387  -0.3720  -0.268
C  0.0611  -0.3398  1.4418  -0.335
C  0.3569  1.0888  -1.4563  -0.238
C  0.1341  -1.0013  0.1538  -0.125
N  -2.0531  -1.8235  -0.8295  0.158
N  0.1438  1.1036  1.3836  -0.366
P  0.1430  2.0631  0.1092  0.836
H  -0.8349  -0.4040  1.9255  0.077
H  0.9687  -0.5066  2.1967  0.168
H  1.2940  0.6429  -1.8008  0.000
H  -0.2740  1.3099  -2.3324  0.002
H  0.9921  -1.5008  -0.1763  0.091